A single C2HNO2S molecule, computed with ωB97M-V with the def2-TZVPD basis set.

The value obtained for the HOMO-LUMO gap is 9.80 eV. For the LUMO energy, the calculation gives -1.02 eV. As for the SMILES: N#CSOC=O. The spin multiplicity is 1. The electronic energy comes out at -680.17207 Ha. For the energy relative to the best compared isomer or geometry (same formula, charge and spin), the calculation gives 2.394 eV. Its net charge is 0. The maximum force comes out at 3.81 eV/A. The highest occupied orbital energy is -10.82 eV.

Last column: Mulliken charge in e.
Cartesian coordinates (Å):
C 0.44354 -2.73982 -1.07680  0.329
C -0.65122 0.23544 0.84854  0.305
N 0.32730 -3.31972 -2.06995  -0.305
O -1.64781 0.75447 1.11923  -0.361
O -0.65974 -1.12495 0.86248  -0.288
S 0.81418 -1.94344 0.40841  0.075
H 0.28649 0.58951 0.29849  0.245

---

2 unconnected molecules or ions with the total composition C4H11N2O2S, computed with ωB97M-V with the def2-TZVPD basis set.

The value obtained for the HOMO-LUMO gap (alpha / beta) is 5.13 / 7.74 eV. For the LUMO energy (alpha / beta), the calculation gives -7.76 / -6.76 eV. The spin multiplicity is 1. The electronic energy comes out at -816.71739 Ha. For the energy relative to the best compared isomer or geometry (same formula, charge and spin), the calculation gives 4.735 eV. Its net charge is +1. The maximum force comes out at 5.03 eV/A. The highest occupied orbital energy (alpha / beta) is -12.89 / -14.50 eV.

Last column: Mulliken charge in e.
Cartesian coordinates (Å):
C 1.75347 1.13464 -1.49186  0.252
C -1.60451 -1.77939 0.64304  -0.702
C -2.81429 0.44227 0.15797  -0.829
C 3.62480 0.46917 0.02322  -0.661
N -2.02080 -0.62712 -0.26476  0.127
N 2.87997 1.08875 -1.02379  -0.122
O -1.67811 0.82820 -2.28997  -0.448
O -0.80784 -1.49698 -2.21997  -0.490
S -1.14084 -0.26699 -1.55485  0.981
H 0.80192 0.56237 -1.34248  -0.204
H 1.68931 1.98513 -2.26496  0.329
H -2.33125 -2.02851 1.39326  0.325
H -1.23086 -2.59293 -0.01125  0.270
H -0.73991 -1.23067 1.21317  0.330
H -3.23996 0.29618 1.17423  0.351
H -2.22902 1.43840 0.19642  0.323
H -3.83165 0.57943 -0.50862  0.280
H 4.57585 0.10710 -0.34122  0.305
H 3.04064 -0.29676 0.75394  0.258
H 3.93904 1.34862 0.58414  0.326

---

6 unconnected molecules or ions with the total composition CH14NO6, computed with ωB97M-V with the def2-TZVPD basis set.

The value obtained for the HOMO-LUMO gap is 8.58 eV. For the LUMO energy, the calculation gives 3.68 eV. The spin multiplicity is 1. The electronic energy comes out at -552.72144 Ha. For the energy relative to the best compared isomer or geometry (same formula, charge and spin), the calculation gives 1.492 eV. Its net charge is -1. The maximum force comes out at 1.81 eV/A. The highest occupied orbital energy is -4.90 eV.

Last column: Mulliken charge in e.
Cartesian coordinates (Å):
N -0.38458 0.76531 -2.00988  -0.692
C 0.89137 0.12896 -1.56353  -0.431
O 0.80413 -0.37306 -0.27404  -0.757
H -1.26177 0.43365 -1.61016  0.332
H -0.49765 1.74836 -1.82667  0.306
H 1.06421 -0.84067 -2.17157  0.231
H 1.70046 0.90143 -1.67454  0.263
H -0.59975 -1.07556 -0.49932  0.345
H -1.29664 -2.21891 -1.43066  0.269
O -1.40259 -1.69031 -0.63756  -0.734
H -0.54082 1.92415 1.49118  0.308
H -0.07072 1.86596 -0.01713  0.309
O -0.54843 2.37861 0.64795  -0.691
H -3.04901 -1.25651 0.21644  0.350
H -2.17252 -0.22606 0.67495  0.364
O -3.10065 -0.46423 0.76491  -0.701
H 2.18686 0.49521 1.92083  0.401
H 3.05925 -0.06240 0.90116  0.292
O 3.08489 0.65234 1.55815  -0.678
H 0.40125 -0.48703 1.44140  0.266
H 1.06925 -1.67153 1.81301  0.378
O 0.66346 -0.92772 2.28507  -0.732

---

A single C4H12N2S2 molecule, computed with ωB97M-V with the def2-TZVPD basis set.

The value obtained for the HOMO-LUMO gap is 9.39 eV. For the LUMO energy, the calculation gives 0.72 eV. As for the SMILES: C[C@H](S)[C@@H](S)N(C)N. The spin multiplicity is 1. The electronic energy comes out at -1065.39312 Ha. For the energy relative to the best compared isomer or geometry (same formula, charge and spin), the calculation gives 2.526 eV. Its net charge is 0. The maximum force comes out at 4.35 eV/A. The highest occupied orbital energy is -8.67 eV.

Last column: Mulliken charge in e.
Cartesian coordinates (Å):
C 1.28372 -1.83380 -0.33873  -1.229
C -2.07686 0.64344 0.92703  -0.901
C 1.25074 -0.22885 -0.49246  -0.235
C 0.24450 0.56558 0.28730  -0.576
N -1.42561 0.18184 -1.48846  -0.620
N -1.09412 0.15621 -0.06961  0.116
S 2.85813 0.44081 -0.06516  -0.280
S 0.41456 2.41898 0.01644  -0.206
H 1.23229 -1.99445 0.70528  0.344
H 0.38997 -2.21091 -0.69174  0.401
H 2.27425 -2.02649 -0.77958  0.377
H -3.01476 0.21986 0.79304  0.362
H -1.75145 0.44040 1.88754  0.341
H -2.37692 1.75366 0.79212  0.273
H 1.02660 0.05360 -1.63675  0.349
H 0.33398 0.44288 1.31218  0.618
H -1.37245 1.15878 -1.85914  0.272
H -0.89912 -0.58004 -1.91898  0.259
H 2.72810 0.22213 1.21126  0.153
H 1.82087 2.32918 -0.00108  0.183

---

- What is the electronic energy in the fourth record?
  -1065.39312 Ha

---

- What is the formula in the first record?
  C2HNO2S